[1]
C30H40BeBrN3OSb2 | wB97M-V/def2-TZVPD

DFT total energy, eV: -121782.820
Largest force on an atom, Eh/bohr: 0.0704
Gap between HOMO and LUMO, eV: 5.5578
Net charge: +2

XYZ file:
```
78
C30H40BeBrN3OSb2, DFT wB97M-V/def2-TZVPD
Be -0.32 1.31 0.21
Br 1.89 1.66 6.91
C 1.54 2.08 5.19
C 0.81 3.25 4.91
C 0.35 3.49 3.63
C 0.67 2.51 2.64
C 1.36 1.37 2.95
C 1.83 1.14 4.20
N 0.18 2.59 1.29
C -0.22 3.72 0.74
C -0.89 3.62 -0.54
C -1.33 4.67 -1.29
C -2.14 4.46 -2.38
C -2.44 3.13 -2.67
C -1.81 2.09 -2.04
N -1.08 2.31 -0.94
H 0.65 4.01 5.68
H -0.18 4.44 3.44
H 1.62 0.62 2.16
H 2.39 0.28 4.49
H -0.27 4.64 1.25
H -1.21 5.67 -0.92
H -2.49 5.24 -3.09
H -3.17 2.83 -3.49
H -2.08 1.13 -2.44
C -2.51 -3.37 -3.50
Sb -1.14 -2.23 -2.41
C 0.40 -2.26 -3.88
C -0.32 -3.68 -1.13
C -1.10 -4.02 0.16
C -1.85 -5.22 0.15
C -2.46 -5.75 1.25
C -2.41 -5.06 2.42
C -1.61 -3.94 2.44
C -1.02 -3.33 1.33
C -0.27 -2.07 1.51
Sb -1.53 -0.34 1.41
C -3.39 -1.04 0.83
C -1.80 0.00 3.49
H -1.94 -4.27 -3.84
H -2.80 -2.84 -4.42
H -3.31 -3.69 -2.78
H 1.07 -3.07 -3.64
H 0.94 -1.31 -3.77
H -0.01 -2.28 -4.86
H 0.64 -3.25 -0.84
H -0.07 -4.60 -1.68
H -1.86 -5.90 -0.72
H -3.06 -6.65 1.20
H -2.93 -5.34 3.29
H -1.45 -3.53 3.41
H 0.48 -1.84 0.71
H 0.16 -1.93 2.49
H -3.59 -1.97 1.42
H -3.46 -1.24 -0.21
H -4.10 -0.21 1.06
H -2.30 0.91 3.68
H -0.81 0.01 3.90
H -2.46 -0.73 3.96
O 0.97 0.45 -0.39
C 2.22 0.54 -0.50
C 2.97 -0.49 -1.30
C 3.67 0.13 -2.50
C 3.03 1.47 -3.07
C 3.47 2.72 -2.20
C 2.75 2.79 -0.84
N 2.95 1.55 -0.02
H 2.29 -1.27 -1.70
H 3.67 -1.08 -0.72
H 3.63 -0.59 -3.32
H 4.73 0.20 -2.22
H 1.98 1.34 -3.20
H 3.54 1.62 -4.01
H 3.19 3.53 -2.86
H 4.57 2.80 -2.09
H 1.66 3.03 -0.94
H 3.03 3.70 -0.31
H 3.87 1.32 -0.09
```

[2]
C30H40Br4ILuN2O4PSi2 | wB97M-V/def2-TZVPD

DFT total energy, eV: -389873.327
Largest force on an atom, Eh/bohr: 0.0249
Gap between HOMO and LUMO, eV: 6.4158
Net charge: -1

XYZ file:
```
85
C30H40Br4ILuN2O4PSi2, DFT wB97M-V/def2-TZVPD
Lu -0.40 0.66 -0.04
C 0.13 0.70 -4.82
C 1.40 0.32 -4.12
N 2.47 0.08 -4.84
C 3.61 -0.31 -4.20
C 3.66 -0.57 -2.86
C 4.95 -1.07 -2.28
O 4.91 -2.46 -1.90
C 2.50 -0.34 -2.07
C 2.51 -0.85 -0.71
N 1.69 -0.63 0.26
C 2.04 -1.25 1.50
C 3.39 -1.43 1.85
C 3.77 -2.00 3.04
C 2.81 -2.40 3.96
C 1.48 -2.19 3.67
C 1.10 -1.62 2.46
I -0.97 -1.33 2.26
C 1.38 0.25 -2.68
O 0.35 0.65 -2.05
H 0.24 0.52 -5.89
H -0.11 1.75 -4.66
H -0.71 0.12 -4.42
H 4.49 -0.43 -4.82
H 5.20 -0.53 -1.37
H 5.75 -0.90 -3.00
H 4.59 -2.95 -2.66
H 3.32 -1.56 -0.53
H 4.15 -1.06 1.18
H 4.83 -2.11 3.27
H 3.10 -2.85 4.91
H 0.71 -2.47 4.38
Br -5.26 -4.25 -1.66
C -4.40 -2.61 -1.29
C -5.14 -1.44 -1.14
Br -7.02 -1.45 -1.33
C -4.46 -0.25 -0.84
Br -5.39 1.39 -0.61
C -3.09 -0.19 -0.69
O -2.43 0.93 -0.38
C -2.32 -1.38 -0.88
O -1.02 -1.31 -0.77
C -3.00 -2.57 -1.15
Br -1.92 -4.11 -1.33
C 0.75 3.81 -2.48
P -0.66 3.23 -1.47
C -2.00 3.14 -2.70
C -1.10 4.81 -0.63
H 0.49 4.73 -3.02
H 1.04 3.04 -3.20
H 1.61 4.00 -1.84
H -2.01 4.02 -3.34
H -2.95 3.05 -2.16
H -1.89 2.24 -3.30
H -1.34 5.59 -1.37
H -0.27 5.15 -0.01
H -1.97 4.65 0.01
C 3.00 2.33 0.44
Si 2.01 2.60 2.05
C 2.39 4.40 2.49
C 2.84 1.62 3.42
C 0.24 2.24 1.76
Si -0.93 2.56 3.15
C -1.00 4.39 3.64
C -0.54 1.66 4.76
C -2.71 2.10 2.71
H 3.50 3.25 0.13
H 2.35 2.02 -0.38
H 3.77 1.56 0.56
H 3.47 4.57 2.57
H 1.94 4.69 3.44
H 2.00 5.08 1.72
H 3.92 1.77 3.40
H 2.64 0.54 3.36
H 2.48 1.96 4.40
H -0.02 3.05 1.06
H -0.16 4.65 4.28
H -1.92 4.62 4.18
H -0.96 5.04 2.76
H 0.46 1.88 5.12
H -0.64 0.57 4.66
H -1.25 1.99 5.53
H -2.89 2.12 1.63
H -3.42 2.79 3.19
H -2.95 1.09 3.06
```

[3]
C30H40Cl2N4O4Ti | wB97M-V/def2-TZVPD

DFT total energy, eV: -94060.825
Largest force on an atom, Eh/bohr: 0.0062
Gap between HOMO and LUMO, eV: 7.7700
Net charge: +2

XYZ file:
```
81
C30H40Cl2N4O4Ti, DFT wB97M-V/def2-TZVPD
Ti 0.18 -0.08 0.44
N -1.13 -0.80 -1.25
C -0.91 -2.18 -1.74
C -0.08 -2.95 -0.72
N 1.01 -2.11 -0.17
C 2.20 -1.95 -1.05
C 1.98 -0.88 -2.10
N 1.35 0.30 -1.48
H -1.07 -0.12 -2.01
H -2.09 -0.72 -0.91
H -1.86 -2.70 -1.89
H -0.41 -2.15 -2.71
H -0.71 -3.24 0.12
H 0.32 -3.87 -1.17
H 1.33 -2.55 0.68
H 3.03 -1.65 -0.40
H 2.47 -2.90 -1.52
H 2.93 -0.63 -2.57
H 1.33 -1.24 -2.90
H 2.07 0.92 -1.12
H 0.80 0.84 -2.14
Cl -1.37 7.34 0.96
C -1.05 5.66 0.78
C -0.62 4.92 1.87
C -0.37 3.57 1.72
Cl 0.16 2.64 3.08
C -0.54 2.93 0.49
O -0.31 1.62 0.40
C -0.98 3.69 -0.61
C -1.18 3.13 -1.96
O -0.92 2.00 -2.31
C -1.23 5.05 -0.45
H -0.48 5.39 2.83
H -1.58 3.85 -2.69
H -1.57 5.64 -1.30
C 6.92 -0.55 5.25
C 5.69 -0.46 4.40
C 4.49 -1.02 4.82
C 3.33 -0.91 4.07
C 2.09 -1.55 4.64
C 3.36 -0.22 2.84
C 4.58 0.36 2.39
C 4.76 1.13 1.11
C 5.71 0.22 3.19
C 2.16 -0.11 2.01
O 2.14 0.55 0.93
O 1.03 -0.68 2.26
H 6.90 -1.43 5.89
H 7.01 0.33 5.88
H 7.82 -0.60 4.63
H 4.46 -1.55 5.76
H 2.31 -1.93 5.64
H 1.75 -2.38 4.02
H 1.29 -0.81 4.71
H 4.52 0.52 0.24
H 5.80 1.44 1.03
H 4.13 2.01 1.08
H 6.64 0.66 2.85
C -1.85 -2.72 5.37
N -0.94 -2.04 4.40
C -1.05 -0.56 4.53
C -1.10 -2.55 2.96
C -2.12 -1.74 2.21
C -3.46 -2.05 2.45
C -4.48 -1.23 2.01
C -4.14 -0.08 1.31
C -2.81 0.18 1.00
C -1.74 -0.65 1.41
H -1.60 -2.38 6.37
H -1.71 -3.80 5.30
H -2.87 -2.46 5.13
H 0.02 -2.28 4.66
H -2.09 -0.27 4.38
H -0.44 -0.09 3.77
H -0.72 -0.28 5.53
H -1.37 -3.60 3.04
H -0.11 -2.46 2.52
H -3.71 -2.96 2.99
H -5.51 -1.48 2.20
H -4.91 0.60 0.98
H -2.60 1.06 0.41
```